C49H96N2O5PS | the ωB97M-V functional and the def2-TZVPD basis

Geometry (Å):
S 0.97765 4.79294 1.03519
P -0.69545 -2.08355 1.43419
O -3.11811 1.67997 3.44260
O 0.57572 -3.13849 0.88284
O -4.74113 0.76946 1.76667
O 0.11776 -1.64354 2.91396
O 2.10274 2.32742 0.26310
N 4.42496 2.78339 0.00554
N 3.92041 4.05003 0.37553
C -2.87722 -2.23835 -11.43185
C 6.29751 0.56242 9.98835
C -0.21923 -2.20245 -13.08749
C 3.00002 -3.21729 0.80780
C -0.55301 -3.10570 -14.26400
C 4.39942 -3.07574 1.65431
C 1.58112 -1.90796 2.89789
C -5.52176 2.42877 3.85023
C 6.61225 -1.95597 7.20654
C -3.00146 -0.99025 -0.04068
C 6.98916 -2.09446 2.26241
C 5.82759 -3.98037 4.04793
C 4.52254 -3.99640 3.04280
C 7.93637 0.04644 8.05516
C 5.67095 -1.21764 -0.10199
C 2.44511 3.73690 0.52725
C 7.59627 -0.11298 9.54147
C 2.86463 -0.99676 5.17442
C 3.38826 1.66929 -0.08184
C 1.11160 2.20417 3.34567
C -2.62993 -1.15612 -10.39055
C -6.98621 4.16214 -0.17033
C -0.39247 -2.89150 -11.73182
C -8.73645 7.36060 0.76874
C 6.86798 -0.46055 7.08396
C -8.16532 4.28148 0.78198
C -1.72527 -2.05770 -0.20986
C 7.08377 -2.99226 3.66352
C -1.14627 -2.67401 -4.32298
C -0.01571 -1.17853 -6.10511
C -4.72100 -0.66457 2.10337
C 1.14596 -3.11803 -7.27661
C -4.24709 -1.64039 0.84761
C -9.39121 4.93787 0.14245
C 2.76922 0.49727 4.50640
C -1.82074 -3.34515 -11.40859
C -4.38846 1.57244 2.98073
C 6.31880 2.07266 9.81464
C 0.23758 3.56190 3.63172
C -9.18906 6.38539 -0.32021
C 0.02435 -1.75784 -4.68630
C 0.96162 4.88944 2.92185
C -9.75090 7.51109 1.89344
C 1.70663 -3.21030 1.86616
C 1.89532 -2.12881 4.49169
C -2.49152 -1.96258 -4.35226
C 1.31853 1.24935 4.70047
C -0.07600 -2.21466 -7.23003
C 5.68429 -2.13329 1.26709
H 2.98518 -4.25889 0.22807
H 0.66905 1.49928 2.51143
H -9.91673 6.56678 2.41732
H 3.62553 -4.70168 3.31127
H -2.07420 -3.13821 -0.49656
H 0.96022 -2.31182 -4.54440
H -0.82754 -1.29281 -13.13786
H 2.21306 2.57235 3.07029
H 8.13517 1.10282 7.83736
H -0.03051 -0.93862 0.80936
H -3.78393 -2.60695 1.36429
H -1.71692 -1.15427 1.91872
H -9.39121 8.23953 2.62747
H 2.14835 -1.08671 2.28716
H -6.63316 5.14243 -0.50306
H -2.61678 -1.58306 -9.38303
H -10.71028 7.86683 1.50538
H 5.86355 -2.26952 6.47173
H -2.49953 -1.11926 -3.65490
H -0.03859 -2.21328 -10.94656
H -8.44488 3.27596 1.11850
H -1.06124 -1.58555 -1.07972
H 0.35217 5.86950 3.19309
H -2.72994 -1.58962 -5.35112
H 5.38127 2.50663 10.17679
H 7.54019 -1.17912 9.79058
H 8.01334 -2.95902 4.38899
H -0.98160 -2.82493 -7.14359
H -1.44841 -3.17972 2.03915
H 3.56321 1.17132 5.08985
H -3.42478 -0.78550 -1.13169
H 1.49273 -4.23405 2.39955
H 0.16565 3.80393 4.77708
H -3.85831 -2.68953 -11.23930
H -5.14622 -2.01129 0.18100
H 0.26746 -3.76767 -11.69109
H -1.17561 -3.54486 -4.98609
H 5.44019 0.14236 9.45116
H 5.77301 -4.66417 5.01678
H -1.68242 -0.63969 -10.56138
H -0.87710 -0.50721 -6.20087
H 5.92943 0.08620 7.22220
H -3.42818 -0.40780 -10.43104
H 0.08036 -3.99898 -14.25942
H 0.87221 -0.54927 -6.24815
H 8.87815 -0.48265 7.85801
H 2.05904 -2.52910 -7.41286
H -6.15005 3.65990 0.32669
H -3.28751 -2.65397 -4.05701
H 7.52923 -2.52293 7.01877
H 3.96646 -1.38857 5.09894
H 7.19838 -0.24629 6.06019
H 2.05174 5.07234 3.36013
H -1.81731 -3.81476 -10.41600
H 1.06565 -3.81720 -8.11516
H -7.25825 3.57402 -1.05307
H 6.43221 2.35831 8.76495
H -5.80730 -0.97680 2.41813
H -8.45814 6.40876 -1.13757
H 2.62514 -0.89652 6.33889
H 1.43030 1.97584 5.63974
H 6.23613 -2.22191 8.19723
H -10.22297 4.89550 0.85534
H -6.03623 3.15681 3.09158
H 8.42857 0.28976 10.13300
H -4.03799 -0.81800 3.05964
H -2.65168 0.06345 0.36882
H 0.41448 0.51806 4.87726
H 7.14070 2.51743 10.38541
H -4.97522 3.11659 4.65276
H 3.49215 0.53186 -0.34580
H 0.82394 -1.87790 -13.18203
H 1.24847 -3.70861 -6.36172
H -7.85916 4.82954 1.67970
H 0.05910 -0.92316 -3.97364
H -1.59945 -3.42346 -14.24689
H 0.85168 -2.15232 5.06704
H -0.85418 3.48312 3.16493
H -6.29866 1.70344 4.36339
H 3.08091 0.55625 3.37487
H 6.13444 0.33568 11.04876
H -2.12171 -4.13189 -12.11097
H -0.15476 -1.68505 -8.18699
H -8.57590 8.34411 0.31038
H -2.94003 -1.78498 -12.42656
H -9.70586 4.33823 -0.72141
H -0.98104 -3.06550 -3.31175
H -0.38317 -2.57496 -15.20629
H 4.66513 -1.31858 -0.69723
H 2.86611 -2.39756 -0.04443
H -10.13275 6.74472 -0.75160
H 2.36479 -3.20802 4.68003
H 6.56224 -1.44543 -0.84135
H 7.92512 -1.41146 1.98179
H -7.76978 7.05575 1.18295
H 5.80045 -0.09337 0.25119

Forces on the atoms, in the same order (eV/Å):
S 1.7912 -0.8728 0.2660
P -1.6445 2.5658 -0.5947
O -8.1718 -1.0223 -3.4456
O 1.4085 0.2671 1.9796
O 0.6501 1.5099 3.6476
O 2.9588 -1.0132 -0.0737
O 4.6015 1.7832 -0.3965
N -3.3599 -3.1752 -0.1177
N -6.5356 -5.4811 -0.3129
C -0.0124 -0.1294 0.1149
C 0.0999 -0.0767 0.0791
C 0.1171 -0.0489 0.1104
C 0.5865 -0.5554 0.8044
C -0.0319 0.0708 -0.2120
C 3.1961 -0.3179 2.4048
C -1.9112 -0.9483 -0.6547
C 0.4042 0.0508 -0.9174
C -0.2668 -0.0164 -0.1344
C -0.3291 -0.5829 -1.1510
C -2.3368 -2.1874 1.2404
C -0.7053 2.5115 -3.8305
C 2.9670 2.0603 -0.6758
C 0.0012 0.1721 -0.0177
C 0.3006 0.4116 0.8859
C 2.6426 -1.2950 -0.0267
C -0.0218 -0.1537 0.0026
C 0.2551 -0.0353 -0.0454
C 0.7973 6.7773 1.4153
C 0.4352 -0.2003 1.0565
C -0.1680 0.1533 -0.0325
C 0.2190 -0.0484 0.0855
C 0.0193 0.1225 0.1165
C -0.0914 0.0468 -0.1339
C 0.1766 -0.0283 -0.0506
C -0.1286 -0.0921 -0.0815
C -0.7361 0.3919 -1.2730
C -3.6282 -0.4711 -2.4384
C 0.0868 0.0759 0.2005
C -0.1440 0.0601 0.0160
C -0.1281 -1.9039 0.6777
C 0.0076 -0.1998 -0.1063
C 1.2360 0.0064 0.8194
C -0.1000 0.0191 0.1394
C 0.2727 0.4159 0.8876
C -0.0237 -0.1259 -0.1126
C 5.7775 0.5074 2.2620
C -0.1808 0.1326 -0.0020
C -0.0348 0.5180 -0.9794
C 0.1262 -0.0295 -0.1365
C 0.1262 -0.0742 0.0099
C 0.1646 -0.2319 1.7992
C 0.1135 0.1264 0.1666
C -1.1899 -0.2324 -1.6642
C 0.1509 -0.3682 0.4536
C -0.1377 -0.1425 0.0414
C 0.5223 0.8645 -0.2644
C 0.0334 0.1759 -0.0058
C -0.1056 -2.0733 2.6560
H 0.1063 2.1986 1.3697
H 0.8966 1.6826 1.5193
H -0.0321 0.0615 -0.0246
H 1.9497 1.5724 -0.6082
H 0.2549 1.9526 0.1511
H -0.0608 0.0764 -0.0145
H 0.0294 -0.0568 0.0581
H -2.3341 -0.8820 0.3712
H 0.0064 -0.0830 0.0510
H 0.4389 0.1313 0.1168
H -1.1170 2.0357 -0.9533
H 0.1820 -0.2828 0.2642
H -0.1254 -0.0863 -0.0293
H -0.8497 -1.0252 1.6384
H -0.0188 -0.0904 -0.0068
H 0.0584 0.0678 -0.0680
H 0.0364 -0.0687 0.0536
H 0.1336 -0.0307 0.1050
H -0.0145 -0.0706 -0.0594
H -0.0380 -0.0810 -0.0303
H 0.0055 0.1175 0.0133
H -1.2811 -1.2948 1.6808
H 1.1347 -2.0083 -0.8975
H -0.0188 0.0282 0.0114
H 0.1327 0.0384 -0.0580
H 0.0245 0.0737 -0.0425
H -2.0605 0.0766 -1.8385
H 0.0240 0.0630 0.0425
H 0.4794 -0.1626 -0.1747
H -1.5600 -1.4088 -1.3020
H 0.7470 -0.3151 2.1255
H 1.1004 1.8297 -0.6907
H 0.1115 -0.5752 -2.1296
H 0.1041 0.0244 -0.0726
H 1.7280 1.0732 1.3382
H -0.0530 0.0851 -0.0202
H 0.0534 0.0266 -0.0294
H 0.0969 -0.0102 0.0133
H 0.3445 1.7308 -2.3044
H -0.0373 -0.0205 0.0603
H 0.0668 -0.0389 0.0313
H 0.0605 -0.0030 -0.0001
H 0.1285 -0.0373 0.0843
H -0.1038 0.0489 -0.0066
H -0.0623 -0.0625 -0.0201
H -0.0951 0.0347 0.0011
H -0.0550 -0.0755 0.0565
H -0.0483 0.0279 -0.1701
H 0.0347 0.1558 -0.0027
H -0.0438 -0.0075 0.0559
H -1.9056 0.8780 0.0565
H -0.0822 0.0207 0.1059
H -2.2448 -0.5531 -1.1319
H -0.0173 0.0763 -0.0946
H 0.0949 0.0267 0.0770
H 0.0642 0.0829 0.0702
H 0.0054 0.0004 0.1087
H 1.8391 0.6336 -0.5851
H -0.0825 -0.0325 0.0714
H 0.4078 -0.2407 -2.4803
H -0.4098 -1.5910 -1.8957
H 0.0432 -0.0239 -0.0154
H 0.0289 0.0266 -0.0721
H 0.6297 -1.5413 1.4210
H -0.0776 -0.0098 -0.0267
H -1.1201 0.2149 -2.2980
H -0.6107 -2.4011 -0.6022
H 1.8696 1.4032 -0.5543
H -0.0477 -0.0066 -0.0893
H -0.9916 -1.9113 -1.8373
H -0.3961 2.7365 0.6471
H -0.1118 0.0145 0.0469
H 0.0254 0.0699 -0.0838
H -0.0702 0.0128 -0.0299
H -0.0310 -0.1293 -0.0544
H 0.1010 -0.0110 -0.0145
H 2.2094 0.2000 -1.6057
H 2.3256 0.0773 1.1766
H 1.5940 1.5134 -1.2260
H -0.6319 -0.5087 2.2284
H -0.0042 -0.0345 -0.1024
H 0.0553 0.0458 0.0618
H -0.0486 -0.0274 0.0560
H 0.0355 -0.1191 0.0269
H 0.0338 -0.0613 0.0117
H 0.0559 0.0447 0.0843
H 0.0028 0.0613 -0.1353
H -0.0340 -0.1348 0.0463
H 1.9807 0.0169 1.3002
H 0.1982 -1.5638 2.2403
H 0.0895 -0.0027 0.0595
H -0.8251 2.3397 -0.4570
H -1.8038 0.2250 1.6569
H -2.3568 -1.6360 0.6474
H -0.0506 -0.0239 -0.0675
H -0.3175 -2.2566 -0.8515

Computed properties:
Net charge = -1
Kohn-Sham gap = 6.18 eV
HOMO level = -0.1562 hartree

These are the Löwdin partial charges, in e, on atoms 1 to 6: 0.823, 0.440, -0.042, -0.384, -0.137, -0.417